[1]
12
Properties=species:S:1:pos:R:3 method="wB97M-V/def2-TZVPD" largest_force_ha_per_bohr=0.087 de_lowest_kcal_mol=75.6 e_tot_ha=-895.0955
S 3.17 0.78 -0.41
P 2.10 -0.52 0.93
O 1.76 -1.56 -0.28
C -0.86 -0.38 -0.59
C -0.43 0.23 0.66
H 3.91 1.65 0.24
H -0.34 0.19 -1.51
H -1.94 -0.16 -0.60
H -0.59 -1.48 -0.67
H -0.56 1.32 0.86
H 2.18 -2.35 -0.18
H -0.59 -0.49 1.39

=====

[2]
11
Properties=species:S:1:pos:R:3 method="wB97M-V/def2-TZVPD" largest_force_ha_per_bohr=0.016 total_charge=-1 de_lowest_kcal_mol=5.3 e_tot_ha=-553.8554
S 0.28 0.15 0.40
O -1.99 2.29 1.30
C 1.36 -1.51 -1.60
C 0.36 -1.42 -0.46
H 1.11 -2.33 -2.24
H -1.34 2.91 1.63
H -0.63 -1.64 -0.89
H -1.49 1.76 0.65
H 0.58 -2.27 0.19
H 1.32 -0.63 -2.24
H 2.41 -1.64 -1.30

=====

[3]
11
Properties=species:S:1:pos:R:3 method="wB97M-V/def2-TZVPD" largest_force_ha_per_bohr=0.043 total_charge=-1 de_lowest_kcal_mol=20.7 e_tot_ha=-553.8310
S 2.15 -2.33 0.44
O -0.04 1.79 1.11
C -0.38 -0.08 -0.61
C -0.91 1.14 0.18
H 0.81 1.35 1.23
H 2.06 -3.49 -0.21
H -1.10 2.00 -0.50
H 0.70 -0.22 -0.42
H -1.87 0.93 0.62
H -0.72 -1.10 -0.19
H -0.69 0.02 -1.64

=====

[4]
12
Properties=species:S:1:pos:R:3 method="wB97M-V/def2-TZVPD" largest_force_ha_per_bohr=0.038 total_charge=-1 de_lowest_kcal_mol=41.4 e_tot_ha=-951.9949
S 1.46 -0.63 0.32
S 1.19 1.21 -0.55
O -3.19 0.59 -0.57
C 1.59 -0.19 2.06
C -1.99 0.64 -0.71
H -1.20 0.96 0.02
H -0.86 -1.22 -3.16
H -0.13 -1.09 -3.16
H 1.71 -1.14 2.57
H 2.31 0.60 2.35
H 0.62 0.17 2.39
H -1.50 0.10 -1.54